{"formula": "H52Na8O46S5", "method": "ωB97M-V/def2-TZVPD", "multiplicity": 1, "energy_ev": -184555.4444, "largest_force_ev_per_a": 10.29, "homo_energy_ev": -0.95, "charge": -2, "species": ["Na", "Na", "Na", "Na", "Na", "Na", "Na", "Na", "S", "O", "O", "O", "O", "S", "O", "O", "O", "O", "S", "O", "O", "O", "O", "S", "O", "O", "O", "O", "S", "O", "O", "O", "O", "O", "H", "H", "O", "H", "H", "O", "H", "H", "O", "H", "H", "O", "H", "H", "O", "H", "H", "O", "H", "H", "O", "H", "H", "O", "H", "H", "O", "H", "H", "O", "H", "H", "O", "H", "H", "O", "H", "H", "O", "H", "H", "O", "H", "H", "O", "H", "H", "O", "H", "H", "O", "H", "H", "O", "H", "H", "O", "H", "H", "O", "H", "H", "O", "H", "H", "O", "H", "H", "O", "H", "H", "O", "H", "H", "O", "H", "H"], "coordinates": [[3.11584, 2.01336, 3.55553], [-2.35106, 1.09284, -1.71863], [-1.37620, -4.99453, 2.72721], [0.08654, 3.36356, 1.70023], [-2.83092, -0.44678, 0.85333], [-0.55471, -2.32344, -1.80429], [-1.61202, -2.56354, 5.51295], [-0.92813, 0.71738, 3.65390], [-4.00404, -0.26875, 4.34792], [-3.90735, -0.07278, 2.93659], [-2.68686, -0.54119, 4.87815], [-4.31976, 1.05455, 4.97020], [-4.95537, -1.30956, 4.64891], [-3.22318, -3.65850, 0.00651], [-4.15702, -4.77572, 0.06309], [-3.75425, -2.58097, 0.79538], [-2.01186, -4.21197, 0.65784], [-2.90475, -3.33562, -1.36795], [0.13048, 0.14840, 0.39086], [0.00401, 1.56856, 0.28753], [-0.84536, -0.40890, -0.51624], [1.48715, -0.33157, 0.11129], [-0.37778, -0.32236, 1.66947], [-0.03785, 3.23449, 4.82151], [0.70721, 3.62915, 6.04944], [0.61744, 2.43672, 3.88535], [-1.17479, 2.46680, 5.27076], [-0.43304, 4.42087, 4.06352], [-2.95125, 2.75181, 1.36486], [-2.01356, 2.28641, 2.38071], [-2.34479, 3.94138, 0.80314], [-3.24612, 1.74184, 0.33079], [-4.12601, 3.30665, 2.02398], [2.71713, -2.68578, 0.84838], [2.30702, -1.82117, 0.87075], [2.05203, -3.25700, 0.46421], [-1.05210, -0.21846, -3.35818], [-1.67576, -0.77535, -3.82417], [-0.39370, 0.00672, -4.01548], [3.31611, 1.20001, -1.29120], [4.15463, 1.44383, -0.89918], [2.81376, 0.82363, -0.56855], [2.60122, 3.42438, 1.74511], [2.84395, 4.34813, 1.80831], [3.01006, 3.12380, 0.93350], [2.01340, -1.69563, -1.97478], [1.97927, -1.18081, -1.16855], [2.33940, -1.08495, -2.63586], [5.51236, -0.35899, -0.51128], [6.15559, -0.74162, 0.08544], [5.69316, -0.77174, -1.35579], [0.39078, 2.40636, -2.02028], [0.70131, 1.59510, -2.42235], [0.24553, 2.17878, -1.10193], [5.35140, -2.33084, 2.18195], [5.66469, -3.23128, 2.26738], [4.53294, -2.40702, 1.69150], [-2.64750, -2.56649, -3.90312], [-2.75052, -3.07751, -3.10032], [-3.07795, -3.09091, -4.57833], [-3.86076, -0.85160, -1.47816], [-3.54659, -1.75572, -1.46830], [-4.65675, -0.87991, -2.00904], [-5.89537, 1.98080, -0.73905], [-6.27871, 1.12653, -0.93783], [-5.04147, 1.77767, -0.35719], [0.98028, -0.39261, 5.16066], [1.87534, -0.46282, 4.82875], [1.02728, -0.73728, 6.05242], [1.31574, -0.53834, -4.95023], [2.15190, -0.11413, -5.14287], [1.03947, -0.91474, -5.78582], [0.68300, -3.45500, -3.78990], [1.29742, -4.08643, -3.41571], [1.23113, -2.86329, -4.30533], [-2.35675, 5.46808, 3.04639], [-1.62735, 4.97416, 3.42090], [-2.41040, 5.16635, 2.13958], [4.60853, -2.42924, -3.56727], [5.41747, -2.65551, -3.10828], [3.91655, -2.84553, -3.05337], [-0.22686, -2.49832, 3.28643], [0.51828, -2.83210, 2.78684], [-0.39306, -1.63041, 2.91851], [-2.05579, -5.63322, -2.37918], [-2.22786, -4.91493, -1.77035], [-2.92364, -5.96076, -2.61536], [0.11323, 4.83376, -3.00929], [0.12128, 3.89616, -2.81680], [-0.55997, 5.19178, -2.43062], [1.32620, -4.92451, 2.61337], [2.07271, -5.03478, 2.02447], [1.71103, -4.91653, 3.48977], [0.24630, -4.43854, -0.72136], [0.59681, -5.28050, -1.01200], [-0.45809, -4.66816, -0.11528], [3.17837, 1.39325, -4.05451], [3.33804, 1.36418, -3.11117], [4.00771, 1.12025, -4.44682], [3.62893, 4.99599, -2.37157], [3.91067, 4.08861, -2.48779], [2.83832, 4.93502, -1.83543], [3.50813, 0.51907, 1.59581], [4.22667, -0.01687, 1.26010], [2.75077, 0.26160, 1.07012], [-1.50529, 5.59535, -0.95420], [-1.75821, 4.87509, -0.37672], [-2.32462, 6.05510, -1.13739], [-3.52587, 3.33391, -2.58894], [-4.01504, 3.40465, -1.76922], [-3.80795, 4.09062, -3.10281]], "atomic_forces_ev_per_a": [[-1.3, 0.3, 0.0], [0.0, 0.4, 0.2], [-0.3, 0.9, -1.0], [-1.2, 0.2, 0.9], [-0.8, 0.2, 1.0], [0.1, 0.1, -0.2], [-0.8, 1.5, -0.7], [-1.2, 0.9, 0.6], [-3.6, 5.1, 0.9], [0.8, -0.5, -3.6], [5.4, -3.1, 1.9], [-0.6, -1.5, 0.0], [-0.7, -1.9, 1.0], [-3.4, -3.3, 4.6], [-0.7, -0.6, -1.1], [0.7, 1.7, -0.4], [3.2, -0.2, 0.9], [1.4, 1.6, -2.7], [-4.3, -0.4, 1.6], [1.6, 2.1, 0.6], [-0.4, -1.6, -3.0], [2.1, -0.2, 0.3], [1.5, -0.4, 2.1], [-4.9, 4.2, 6.7], [1.7, -0.2, -1.1], [6.8, -5.3, -5.6], [-1.1, -1.0, 0.3], [1.5, 1.1, -0.3], [-3.0, 2.3, 5.1], [1.5, -1.8, -0.4], [3.0, 1.9, -3.6], [0.1, -1.4, -2.0], [-0.9, -1.7, -1.0], [0.9, -0.7, 0.6], [-0.5, 0.6, -0.1], [-0.4, -0.2, -0.5], [-0.2, 0.2, 0.3], [-0.6, -0.5, -0.2], [0.5, 0.1, -0.2], [0.4, 0.7, -0.6], [0.3, -0.1, 0.1], [-0.6, -0.2, -0.1], [0.2, -0.1, 0.2], [-0.1, 0.5, 0.1], [0.0, -0.2, -0.5], [0.2, -1.0, -0.9], [-0.1, 0.4, 0.6], [-0.1, 0.3, -0.3], [0.1, 0.2, 0.2], [0.3, -0.2, 0.3], [-0.3, -0.1, -0.3], [0.2, 0.0, -1.6], [0.1, -0.2, -0.2], [-0.2, -0.1, 1.0], [0.6, 0.3, 0.2], [0.1, -0.2, 0.0], [-0.8, -0.2, -0.4], [0.1, 0.5, -0.9], [-0.2, -0.4, 0.8], [0.0, -0.1, -0.2], [0.0, 1.4, -0.4], [0.2, -0.8, 0.0], [-0.2, 0.1, 0.0], [-0.7, 0.2, -0.9], [-0.1, -0.2, 0.1], [0.8, 0.0, 0.9], [-0.1, -0.2, -0.2], [0.1, -0.1, -0.1], [-0.1, 0.3, 0.4], [-0.2, -0.6, -0.1], [0.3, 0.6, 0.3], [-0.2, -0.1, -0.3], [-0.4, -0.3, -0.2], [0.0, -0.1, 0.2], [0.1, 0.5, 0.0], [-1.1, 1.9, -0.6], [0.2, -0.3, 0.6], [-0.4, -0.2, -0.1], [0.3, 0.2, -0.3], [0.2, -0.1, 0.0], [-0.5, 0.1, 0.4], [-0.2, -1.6, 1.1], [0.3, 0.0, -0.2], [-0.4, 0.8, -0.7], [0.7, -1.0, -0.8], [-0.3, 0.4, 0.2], [-0.2, 0.0, 0.2], [0.7, 0.6, -1.1], [0.0, -0.3, 0.2], [-0.5, 0.2, 0.7], [-0.6, -0.2, 0.2], [0.1, 0.1, -0.3], [0.2, 0.1, 0.3], [1.6, 0.3, -0.3], [0.0, -0.2, -0.4], [-1.5, 0.3, 0.6], [0.0, -0.1, -0.9], [-0.2, -0.1, 0.9], [0.3, 0.0, -0.1], [0.6, 0.2, 0.2], [-0.1, -0.2, -0.2], [-0.6, 0.0, -0.1], [0.9, 0.7, 1.2], [0.3, -0.1, -0.1], [-1.1, -0.4, -0.2], [0.7, 1.4, -1.3], [-0.7, -1.2, 1.1], [-0.1, 0.1, 0.2], [0.3, -0.4, -0.3], [-0.3, -0.1, 0.6], [0.1, 0.1, -0.1]], "mulliken_charge": [0.803, 0.569, 0.819, 0.733, 0.491, 0.621, 0.774, 0.710, 0.902, -0.642, -0.766, -0.674, -0.747, 0.886, -0.864, -0.545, -0.852, -1.275, -0.449, 0.250, -0.634, 0.805, 0.652, 0.952, -0.810, -0.556, -0.711, -0.865, 0.725, -0.469, -0.996, 0.218, -0.670, -0.526, 0.207, 0.142, -0.014, 0.115, 0.035, -0.141, 0.130, -0.052, -0.372, 0.240, 0.180, 0.000, -0.235, 0.130, -0.494, 0.273, 0.205, -0.247, -0.034, 0.162, -0.644, 0.285, 0.369, -0.597, 0.453, 0.230, -0.183, 0.358, 0.120, -0.674, 0.283, 0.162, -0.311, 0.172, 0.190, -0.533, 0.201, 0.247, -0.518, 0.235, 0.248, -0.817, 0.572, 0.321, -0.623, 0.272, 0.256, -0.317, 0.138, 0.363, -0.736, 0.365, 0.295, -0.737, 0.350, 0.456, -0.470, 0.211, 0.267, -0.167, 0.186, 0.187, -0.608, 0.268, 0.310, -0.630, 0.312, 0.318, -0.566, -0.064, 0.043, -0.745, 0.595, 0.258, -0.510, 0.257, 0.204]}

***

{"formula": "C18H25F3NO6S2", "method": "ωB97M-V/def2-TZVPD", "e_above_lowest_kj_mol": 11.9, "multiplicity": 1, "energy_ev": -62663.3580, "largest_force_ev_per_a": 5.68, "homo_energy_ev": -2.61, "charge": -1, "species": ["C", "C", "O", "C", "C", "C", "C", "C", "C", "O", "O", "C", "C", "O", "H", "H", "H", "H", "H", "H", "H", "H", "H", "H", "H", "H", "H", "H", "H", "H", "H", "C", "N", "S", "C", "F", "F", "F", "S", "C", "C", "C", "C", "C", "C", "O", "O", "H", "H", "H", "H", "H", "H", "H", "H"], "coordinates": [[-6.13717, -2.19302, 2.33390], [-5.29477, -0.97263, 2.51294], [-3.93818, -1.51375, 2.51596], [-3.07346, -0.48205, 2.44086], [-1.82791, -0.77782, 1.58463], [-1.59889, -1.40392, 4.87589], [-2.45033, -2.52878, 5.21233], [-1.54884, -0.16614, 5.64646], [-1.76724, -2.35402, 1.57582], [-2.47050, -3.05448, 0.87920], [-0.87963, -2.86834, 2.44018], [-0.48998, -4.26076, 2.23684], [-1.58298, -5.21408, 2.61713], [-3.34746, 0.58858, 2.97294], [-7.15022, -1.93922, 2.01482], [-5.70410, -2.84911, 1.56808], [-6.20586, -2.74843, 3.27769], [-5.37936, -0.28415, 1.65502], [-5.49522, -0.44371, 3.45410], [-0.77878, -1.57604, 4.18341], [-2.27736, -3.39667, 4.56366], [-2.25702, -2.86812, 6.24439], [-3.52135, -2.27867, 5.14970], [-0.57941, 0.32429, 5.48743], [-2.32565, 0.54933, 5.34373], [-1.65512, -0.34228, 6.72808], [-0.20714, -4.36341, 1.18291], [0.39020, -4.37499, 2.87928], [-1.25935, -6.22024, 2.34045], [-1.76468, -5.20811, 3.69291], [-2.50704, -4.99456, 2.07736], [3.03781, 1.05767, -0.71954], [3.53890, 1.06687, 0.60566], [-2.30143, -0.30094, 0.08322], [-1.10076, -1.12584, -1.03037], [-0.03897, -1.70270, -0.38428], [-1.72379, -2.07285, -1.75663], [-0.59216, -0.18808, -1.87973], [3.42385, -0.17172, 1.56340], [1.85303, 0.29860, 2.33330], [1.71478, 1.62441, 2.72186], [0.42937, 2.07987, 3.04642], [-0.67396, 1.30240, 2.76197], [-0.51146, 0.08360, 1.95048], [0.75084, -0.55790, 2.30885], [3.16903, -1.45564, 0.93574], [4.44321, -0.09984, 2.57923], [3.36775, 0.15222, -1.26182], [1.93824, 1.18113, -0.82082], [3.50445, 1.93224, -1.19577], [2.60174, 2.24509, 2.80895], [0.32818, 3.05890, 3.51078], [-1.68602, 1.60977, 3.00088], [-0.23668, 0.49196, 0.94827], [0.85349, -1.63408, 2.30069]], "atomic_forces_ev_per_a": [[-0.7, -0.6, 0.0], [0.1, -0.5, 0.0], [-0.2, 1.3, -0.5], [0.0, 1.0, 2.6], [2.0, -1.6, 4.4], [1.6, 0.4, -1.4], [-0.7, -0.6, 0.0], [0.1, 0.4, 0.4], [0.3, -1.3, 0.3], [0.8, 1.0, 0.1], [0.0, 0.1, -0.5], [-0.1, 0.6, -0.1], [-0.2, -0.5, 0.0], [0.1, -0.9, -1.4], [0.0, 0.1, 0.1], [-0.1, 0.2, 0.2], [0.0, 0.0, -0.2], [0.0, -0.2, 0.4], [0.1, -0.1, -0.4], [-0.1, -0.1, 0.7], [-0.1, 0.3, 0.1], [-0.1, 0.0, 0.1], [-0.1, -0.1, 0.1], [-0.2, 0.1, -0.1], [-0.1, 0.1, 0.2], [-0.2, 0.0, 0.1], [0.0, 0.0, 0.2], [-0.2, 0.1, -0.3], [0.0, -0.1, 0.1], [0.0, 0.0, -0.1], [0.2, -0.1, 0.2], [0.2, -0.1, -0.6], [0.6, -0.8, 1.6], [-1.8, 1.6, -5.2], [0.6, 0.1, 0.1], [-1.2, 0.5, -0.7], [0.6, 0.5, 0.1], [-0.4, -0.9, 0.4], [-0.3, 1.6, -0.9], [-0.4, -1.5, 0.3], [-0.3, 0.1, -0.2], [-0.3, 0.0, 0.1], [-0.5, 1.0, 0.6], [-0.7, -0.6, -0.1], [1.5, -0.2, -0.3], [0.0, -0.3, 0.0], [0.2, -0.2, 0.4], [-0.4, 0.2, -0.1], [0.2, -0.2, 0.0], [-0.3, -0.2, -0.3], [-0.2, -0.1, -0.1], [-0.2, -0.2, 0.0], [0.4, 0.2, -0.1], [-0.2, 0.1, 0.0], [0.3, 0.3, -0.4]], "mulliken_charge": [-1.200, -0.230, -0.039, -1.726, 3.896, 0.736, -0.974, -1.285, -0.639, -0.600, -0.163, -0.328, -1.212, -0.659, 0.398, 0.268, 0.296, 0.337, 0.255, 0.375, -0.084, 0.445, 0.087, 0.205, 0.106, 0.480, 0.400, 0.267, 0.446, 0.292, 0.262, -0.611, -0.582, -0.508, 0.880, -0.145, -0.255, -0.252, 1.327, -0.752, -0.265, -0.925, -0.766, -0.175, 0.148, -0.691, -0.770, 0.254, 0.087, 0.302, 0.438, 0.425, 0.660, 0.408, 0.358]}

***

{"formula": "C23H14Cl2N4O6S", "method": "ωB97M-V/def2-TZVPD", "e_above_lowest_kj_mol": 211.3, "multiplicity": 1, "energy_ev": -78199.6923, "largest_force_ev_per_a": 4.39, "smiles": "O=c1cnn(-c2cc(Cl)c(Oc3ccc(O)c(S(=O)(=O)n4ccc5ccccc54)c3)c(Cl)c2)c(=O)[nH]1", "homo_energy_ev": -8.56, "species": ["O", "C", "C", "N", "N", "C", "C", "C", "Cl", "C", "O", "C", "C", "C", "C", "O", "C", "S", "O", "O", "N", "C", "C", "C", "C", "C", "C", "C", "C", "C", "C", "Cl", "C", "C", "O", "N", "H", "H", "H", "H", "H", "H", "H", "H", "H", "H", "H", "H", "H", "H"], "coordinates": [[4.31603, 1.37482, -7.23222], [3.96667, 1.61421, -6.13662], [2.99014, 0.72808, -5.46551], [2.56642, 1.02052, -4.24178], [3.07884, 2.14008, -3.66820], [2.47633, 2.42106, -2.42195], [2.35874, 1.37569, -1.42915], [1.83460, 1.57900, -0.17396], [1.38889, 0.23916, 0.83901], [1.24347, 2.85029, 0.07650], [0.55051, 3.16214, 1.23003], [-0.58454, 2.40181, 1.42286], [-1.75588, 2.52926, 0.59452], [-2.91893, 1.79198, 0.70839], [-3.15357, 1.04349, 1.80152], [-4.36464, 0.48512, 1.99060], [-2.12647, 0.93914, 2.78553], [-2.37624, -0.09143, 4.22800], [-1.83067, 0.68603, 5.34046], [-3.82013, -0.32186, 4.33321], [-1.69882, -1.76477, 3.93448], [-2.35810, -2.79619, 3.18970], [-1.35234, -3.67106, 2.83062], [-0.12123, -3.17871, 3.49740], [1.19149, -3.67576, 3.38288], [2.29990, -2.98078, 4.00570], [2.04694, -1.80501, 4.73226], [0.69162, -1.33968, 4.77691], [-0.33175, -2.02015, 4.16399], [-0.85355, 1.59869, 2.52012], [1.51700, 3.92286, -0.82949], [0.61291, 5.47857, -0.66920], [2.07212, 3.68929, -2.06480], [4.02657, 2.96546, -4.22752], [4.53795, 3.84439, -3.52905], [4.40612, 2.80131, -5.52313], [2.47537, -0.10416, -5.95490], [2.49221, 0.39041, -1.89740], [-1.64853, 3.07783, -0.37260], [-3.68634, 1.91098, -0.06727], [-4.44641, 0.21531, 2.96780], [-3.39738, -2.81198, 2.89880], [-1.37656, -4.66589, 2.27886], [1.25550, -4.42652, 2.60853], [3.30397, -3.44273, 3.97278], [2.92599, -1.34677, 5.19841], [0.60562, -0.54534, 5.43686], [-0.01431, 1.38986, 3.29021], [2.25498, 4.45080, -2.80673], [5.18833, 3.33001, -5.86663]], "atomic_forces_ev_per_a": [[1.2, -0.9, -3.0], [-0.4, 0.7, 0.2], [-1.1, 1.4, 3.5], [0.8, -0.5, -3.0], [-1.0, -1.2, -0.6], [0.2, -0.7, 3.4], [0.2, 0.1, -2.8], [-1.8, 0.9, -0.6], [0.7, 0.0, -0.2], [1.3, 1.4, -0.1], [0.2, -0.9, -0.3], [-4.0, -0.4, 0.3], [2.1, 0.1, -2.0], [0.4, 1.8, -1.8], [-0.5, -1.6, 3.3], [0.0, 0.0, 0.5], [1.6, 0.4, -1.7], [-0.8, 0.7, 0.8], [0.4, -2.3, -1.5], [1.1, -0.5, -0.2], [-1.7, 3.6, 1.7], [2.7, -0.3, -0.6], [0.1, -0.3, 0.8], [1.4, -2.5, -2.0], [0.6, 1.5, 0.3], [-1.5, -1.5, -0.8], [-1.4, -1.3, -1.1], [2.9, -0.4, 0.6], [-1.5, 0.6, -0.4], [1.1, -1.3, 2.7], [-2.2, -0.3, 0.6], [1.0, -1.2, 0.3], [0.9, -0.2, -1.0], [1.9, 2.9, 2.3], [-0.6, -0.8, -0.9], [-2.0, -2.4, 1.1], [0.7, 0.3, 0.0], [0.3, 0.1, 1.0], [0.0, -0.1, 1.0], [0.3, -0.1, 0.5], [0.2, 0.1, -1.4], [0.1, 0.5, 0.4], [-0.3, 1.7, 0.8], [0.8, -0.6, 0.4], [-0.7, 0.5, -0.2], [-0.9, 0.3, 0.1], [-1.0, 1.7, 0.7], [-1.5, 0.5, -1.3], [-0.3, 0.5, 0.3], [0.1, 0.1, -0.2]], "mulliken_charge": [-0.525, 0.271, -0.099, -0.937, 0.738, 0.109, -0.368, -0.075, -0.019, 0.200, -0.508, -0.213, -0.189, -0.984, 0.932, -0.650, 0.064, 1.186, -0.598, -0.811, 0.068, -0.431, -0.895, 0.813, -0.758, -0.543, -0.756, -0.238, 0.291, 0.016, 0.125, -0.185, -0.357, 0.481, -0.621, -0.075, 0.436, 0.400, 0.269, 0.391, 0.429, 0.472, 0.357, 0.372, 0.353, 0.411, 0.582, 0.352, 0.438, 0.279]}